No. 1
{"formula": "C29H27N3O2", "method": "the ωB97M-V functional and the def2-TZVPD basis", "species": ["C", "C", "C", "C", "C", "C", "C", "O", "C", "O", "N", "C", "C", "H", "H", "H", "H", "H", "H", "H", "H", "H", "H", "C", "N", "C", "C", "C", "C", "C", "N", "C", "C", "C", "C", "C", "C", "C", "C", "C", "C", "C", "C", "C", "H", "H", "H", "H", "H", "H", "H", "H", "H", "H", "H", "H", "H", "H", "H", "H", "H"], "xyz": [[-5.50978, -2.97361, -0.75972], [-4.66486, -1.86819, -0.54163], [-3.29308, -2.07782, -0.33147], [-2.82960, -3.39123, -0.17846], [-1.42788, -3.65075, 0.30043], [-0.37303, -2.96177, -0.55962], [0.91581, -3.79229, -0.46118], [1.94211, -2.88408, -0.86881], [1.37203, -1.62480, -0.92493], [2.01733, -0.71866, -1.48278], [0.14400, -1.61141, -0.30365], [-3.64407, -4.48598, -0.50023], [-4.99759, -4.28637, -0.77527], [-6.58591, -2.83328, -0.89354], [-5.06897, -0.84951, -0.53645], [-2.57677, -1.25163, -0.25530], [-1.27707, -3.38881, 1.35953], [-1.25775, -4.73170, 0.18004], [-0.77579, -2.99421, -1.60264], [1.03074, -4.05956, 0.60183], [0.94139, -4.69600, -1.08203], [-3.19340, -5.48557, -0.51484], [-5.63583, -5.15351, -0.98954], [3.80885, 3.95704, 4.10882], [3.05429, 3.01083, 3.29247], [1.76571, 3.20026, 2.83639], [1.40159, 2.15694, 1.95300], [0.17209, 1.96935, 1.22731], [0.00748, 1.84192, -0.15774], [0.96990, 1.53270, -1.17345], [0.37028, 1.55044, -2.40126], [0.99472, 1.39140, -3.70914], [-0.98770, 1.85987, -2.26773], [-1.23905, 2.11719, -0.89734], [-2.49696, 2.60423, -0.55158], [-3.48180, 2.71309, -1.55862], [-3.21559, 2.39599, -2.89956], [-1.92395, 2.02627, -3.28779], [2.58388, 1.29941, 1.90280], [3.58938, 1.84012, 2.73693], [4.80721, 1.17934, 2.96198], [4.99565, -0.10110, 2.39693], [4.01028, -0.62999, 1.54636], [2.82349, 0.08732, 1.29933], [4.70536, 3.46340, 4.52089], [4.11061, 4.83629, 3.51091], [3.16985, 4.34291, 4.91623], [1.17440, 4.06636, 3.11806], [-0.75018, 2.16246, 1.79342], [2.04913, 1.46874, -1.05012], [0.21242, 1.44928, -4.47532], [1.76546, 2.16185, -3.89213], [1.46063, 0.40064, -3.76595], [-2.69765, 2.92027, 0.47380], [-4.47725, 3.08164, -1.30425], [-4.01111, 2.41031, -3.63911], [-1.65837, 1.85471, -4.33032], [5.55742, 1.65667, 3.59405], [5.88894, -0.69198, 2.63070], [4.18080, -1.58752, 1.04638], [2.05772, -0.22785, 0.61490]], "forces_ev_per_a": [[0.1, -0.2, 0.2], [0.2, -0.5, -0.3], [-0.6, -0.2, 0.3], [0.1, 0.0, -0.1], [0.1, 0.3, -0.2], [1.0, -0.4, -0.5], [-0.1, 0.3, 0.1], [0.2, -0.5, -0.7], [-2.2, -0.4, 1.1], [-0.2, -0.3, 0.5], [0.9, 0.6, -1.5], [-0.2, 0.4, 0.2], [0.1, 0.5, -0.1], [0.4, 0.1, 0.0], [0.1, -0.4, -0.1], [-0.3, -0.3, 0.2], [-0.2, -0.1, -0.2], [0.1, 0.2, 0.3], [0.3, -0.1, 0.4], [0.3, 0.0, -0.2], [0.1, 0.2, 0.1], [-0.3, 0.3, 0.1], [0.2, 0.5, 0.1], [-0.2, 0.4, -0.2], [-0.1, 0.2, -0.3], [0.0, -1.4, -0.5], [1.5, 0.0, 0.8], [-0.2, 1.3, -1.5], [-0.4, 0.0, 1.1], [-0.2, 0.3, -1.7], [1.2, 0.2, 1.8], [0.5, -0.4, -0.1], [-0.3, 0.6, 0.4], [-0.6, -0.6, -0.6], [-0.2, -0.1, -0.4], [0.2, 0.0, 0.2], [0.4, -0.1, 0.4], [0.0, -0.2, 0.6], [0.6, 0.6, 0.5], [-0.6, 0.0, -0.1], [-0.1, -0.2, 0.1], [-0.4, 0.9, 0.2], [-0.5, 0.4, -0.2], [0.5, -0.8, -0.3], [-0.6, 0.3, -0.2], [0.1, -0.5, 0.2], [0.3, -0.3, -0.1], [0.3, -0.2, 0.1], [0.3, 0.1, -0.3], [-0.5, -0.2, -0.2], [0.4, 0.1, 0.3], [-0.5, -0.3, 0.2], [-0.1, 0.2, 0.1], [-0.1, -0.2, -0.3], [0.3, -0.2, 0.0], [0.1, 0.2, 0.1], [-0.3, 0.0, 0.3], [-0.1, -0.4, -0.1], [-0.3, 0.4, -0.2], [-0.2, 0.3, 0.2], [0.1, -0.6, 0.1]], "de_lowest_kj_mol": 0.1, "e_homo_ha": -0.2465, "energy_ha": -1435.94668}

=====

No. 2
{"formula": "C16H20AsCl3LaN4SSi", "method": "the ωB97M-V functional and the def2-TZVPD basis", "species": ["La", "N", "C", "S", "N", "N", "C", "C", "C", "C", "C", "C", "C", "C", "C", "C", "C", "C", "N", "H", "H", "H", "H", "H", "H", "H", "H", "H", "H", "H", "Cl", "Si", "Cl", "Cl", "C", "As", "C", "C", "H", "H", "H", "H", "H", "H", "H", "H", "H"], "xyz": [[-1.98001, -15.82222, -6.90954], [-2.87805, -20.27375, -8.22666], [-2.40664, -18.97949, -8.27602], [-1.24948, -18.63819, -6.92598], [-2.79973, -18.17905, -9.25964], [-2.34605, -16.83639, -9.17776], [-2.04986, -16.38670, -10.37774], [-2.31286, -17.13075, -11.68918], [-3.63499, -17.21044, -12.12362], [-3.94552, -17.74257, -13.31781], [-2.94189, -18.16736, -14.16926], [-1.59309, -18.12284, -13.71474], [-1.34073, -17.63474, -12.46715], [-1.69599, -14.95832, -10.34251], [-1.62220, -14.17565, -11.45733], [-1.25057, -12.80948, -11.32261], [-0.94256, -12.31943, -10.06136], [-1.09669, -13.20724, -9.02893], [-1.40835, -14.49775, -9.08441], [-2.85017, -20.74858, -7.32156], [-3.69602, -20.40899, -8.76128], [-4.43939, -16.88127, -11.54167], [-5.03715, -17.78361, -13.58151], [-3.09181, -18.65823, -15.14352], [-0.82568, -18.41984, -14.37598], [-0.29061, -17.62624, -12.20114], [-1.81745, -14.56640, -12.45345], [-1.17733, -12.15782, -12.14576], [-0.68745, -11.25766, -9.93845], [-0.85429, -12.92202, -7.98009], [-3.89155, -13.60952, -6.59468], [-4.68859, -14.17543, -4.38869], [-2.92616, -15.67930, -4.27819], [-6.32985, -15.15130, -5.27922], [2.47532, -14.47665, -5.61279], [0.52665, -14.81814, -5.20394], [0.27095, -13.30965, -4.02152], [0.48604, -16.37344, -3.90551], [2.82461, -13.84980, -4.79637], [2.50423, -13.89911, -6.51442], [3.11563, -15.36486, -5.79572], [0.09118, -12.36062, -4.46252], [1.14724, -13.07168, -3.33003], [-0.61821, -13.54544, -3.39154], [0.99106, -16.02821, -2.97496], [0.85519, -17.25836, -4.39593], [-0.58260, -16.42244, -3.65116]], "forces_ev_per_a": [[0.0, -0.2, -0.2], [0.8, 1.1, 0.5], [0.1, 0.4, 0.4], [-0.7, 0.8, -0.7], [0.3, -0.6, 1.7], [0.4, -2.3, -2.6], [-1.3, -0.5, 1.0], [-1.3, 1.3, 2.2], [1.0, 0.4, 1.0], [-1.8, -0.6, -2.0], [1.8, -1.0, -0.3], [-3.0, 0.0, -1.0], [2.7, -0.1, -0.5], [0.5, -0.6, 0.7], [0.4, 1.6, -0.8], [0.0, -1.4, 1.2], [-0.6, 0.4, -1.3], [1.0, -0.2, 3.1], [-0.3, 0.9, -1.8], [0.2, 0.4, -0.7], [-0.9, -0.4, -0.7], [-0.8, 0.6, 1.1], [1.3, -0.1, 0.0], [-0.4, 0.6, 0.5], [0.8, -0.4, -0.4], [0.0, 0.2, 0.5], [-0.1, -0.1, 0.3], [0.0, 0.5, -1.1], [0.0, -0.7, 0.2], [-0.2, 0.4, -0.8], [0.4, -0.1, 0.0], [-0.4, 0.7, -0.5], [-0.2, -0.5, 0.4], [0.3, -0.3, 0.3], [-0.6, -0.8, 0.1], [1.5, -0.5, 0.2], [0.2, -0.2, 2.3], [-0.5, 2.2, 0.3], [0.2, -0.2, 0.0], [0.0, 0.4, -0.5], [-0.6, 0.4, 0.4], [-0.4, 0.6, -1.0], [-1.0, -0.9, -0.8], [0.6, 0.2, -0.3], [0.1, -0.7, -0.8], [0.2, -0.3, 0.2], [0.4, -0.5, -0.1]], "charge": 1, "de_lowest_kj_mol": 65.6, "e_homo_ha": -0.4158, "energy_ha": -5176.30677}

=====

no.,LUMO energy (eV)
1,-1.545
2,-4.042